# 1
Entry from the OMol25 dataset: C37H42BN9O4S3Ta as an isolated structure at a distorted geometry (wB97M-V/def2-TZVPD).

## Properties
Charge: +1
Energy relative to the best compared isomer or geometry (same formula, charge and spin) (kJ/mol): 142.7
LUMO energy (Ha): -0.1271
HOMO (eV): -9.6
Frontier orbital gap (eV): 6.182

Each line ends with the Löwdin charge.
Atoms and positions in Å:
Ta (0.27, 0.12, 0.32)  1.991
C (2.29, -2.39, -0.22)  -0.279
C (1.71, -3.56, -0.54)  -0.226
C (0.75, -3.34, -1.63)  -0.196
C (0.77, -2.03, -1.98)  -0.246
C (1.67, -1.31, -1.02)  -0.357
C (2.68, -0.38, -1.71)  -0.064
C (0.37, -1.47, -3.32)  -0.037
C (-0.04, -4.44, -2.26)  -0.027
C (2.01, -4.91, 0.04)  -0.028
C (3.43, -2.14, 0.73)  -0.027
H (2.21, 0.44, -2.25)  0.074
H (3.25, -0.97, -2.44)  0.107
H (3.40, 0.04, -1.00)  0.068
H (-0.39, -2.08, -3.81)  0.064
H (1.25, -1.46, -3.97)  0.098
H (0.01, -0.44, -3.28)  0.057
H (0.61, -5.26, -2.59)  0.088
H (-0.61, -4.10, -3.13)  0.065
H (-0.75, -4.87, -1.54)  0.083
H (1.09, -5.46, 0.25)  0.081
H (2.58, -4.83, 0.97)  0.072
H (2.59, -5.52, -0.66)  0.090
H (4.39, -2.22, 0.21)  0.096
H (3.44, -2.87, 1.54)  0.076
H (3.38, -1.14, 1.17)  0.065
C (-4.62, -1.56, -6.11)  -0.032
C (-3.92, -1.03, -4.88)  -0.234
C (-3.77, 0.34, -4.70)  -0.009
C (-3.11, 0.84, -3.59)  -0.023
C (-2.59, -0.06, -2.67)  -0.307
C (-2.72, -1.44, -2.83)  -0.061
C (-3.39, -1.91, -3.93)  -0.011
S (-1.84, 0.60, -1.26)  0.665
O (-2.61, 1.70, -0.79)  -0.224
O (-0.37, 0.88, -1.49)  -0.413
N (-1.59, -0.57, -0.17)  -0.242
C (-2.69, -1.28, 0.45)  -0.386
C (-4.02, -0.94, 0.28)  -0.024
C (-4.97, -1.70, 0.94)  -0.036
C (-4.56, -2.76, 1.73)  -0.043
C (-3.20, -3.02, 1.82)  -0.101
N (-2.28, -2.30, 1.19)  0.129
H (-5.50, -0.96, -6.35)  0.088
H (-4.93, -2.60, -5.98)  0.082
H (-3.95, -1.51, -6.97)  0.096
H (-4.18, 1.03, -5.43)  0.128
H (-3.01, 1.91, -3.44)  0.131
H (-2.29, -2.12, -2.10)  0.118
H (-3.51, -2.98, -4.07)  0.126
H (-4.32, -0.09, -0.33)  0.113
H (-6.02, -1.46, 0.84)  0.120
H (-5.28, -3.37, 2.27)  0.113
H (-2.83, -3.84, 2.42)  0.117
B (1.49, 0.62, 3.49)  -0.386
N (1.40, -0.90, 3.14)  -0.056
C (1.52, -1.93, 3.96)  -0.051
C (1.00, -3.07, 3.36)  -0.023
C (0.57, -2.63, 2.12)  -0.152
N (0.82, -1.32, 1.97)  -0.089
N (-0.01, 1.05, 3.37)  -0.053
C (-0.81, 1.60, 4.28)  -0.051
C (-2.11, 1.60, 3.81)  -0.038
C (-2.03, 1.01, 2.56)  -0.137
N (-0.76, 0.65, 2.30)  -0.087
H (1.86, 0.74, 4.63)  0.083
H (2.18, 1.21, 2.70)  0.053
H (1.95, -1.79, 4.94)  0.134
H (0.95, -4.06, 3.76)  0.107
H (0.08, -3.17, 1.34)  0.100
H (-0.40, 1.96, 5.21)  0.132
H (-2.99, 1.99, 4.29)  0.106
H (-2.81, 0.83, 1.84)  0.096
N (6.54, 5.16, 1.94)  0.130
C (5.35, 4.60, 1.54)  -0.300
C (5.17, 3.21, 1.56)  -0.008
C (3.99, 2.65, 1.12)  -0.057
C (2.96, 3.47, 0.66)  -0.283
C (3.13, 4.86, 0.63)  -0.064
C (4.31, 5.41, 1.07)  -0.013
S (1.52, 2.75, -0.02)  0.664
O (1.81, 1.23, 0.24)  -0.523
O (1.46, 3.05, -1.41)  -0.238
N (0.20, 2.81, 0.77)  -0.175
C (-0.70, 3.90, 0.86)  -0.657
S (-0.30, 5.55, 0.45)  1.057
C (-1.88, 6.04, 0.90)  -0.399
C (-2.57, 4.96, 1.32)  -0.231
N (-1.90, 3.76, 1.30)  0.045
H (7.24, 4.59, 2.37)  0.103
H (6.62, 6.15, 2.04)  0.103
H (5.97, 2.57, 1.92)  0.120
H (3.88, 1.57, 1.15)  0.098
H (2.37, 5.51, 0.24)  0.065
H (4.43, 6.49, 1.05)  0.121
H (-2.19, 7.07, 0.83)  0.070
H (-3.60, 4.99, 1.67)  0.109

***

# 2
Entry from the OMol25 dataset: a 19-piece molecular cluster, C66H184N14O19 overall at a distorted geometry (wB97M-V/def2-TZVPD).

## Properties
Charge: 0
Energy relative to the best compared isomer or geometry (same formula, charge and spin) (kJ/mol): 0.0
LUMO energy (Ha): 0.0145
HOMO (eV): -9.0
Frontier orbital gap (eV): 9.351

Each line ends with the Löwdin charge.
Atoms and positions in Å:
C (20.48, 14.36, 25.45)  -0.068
C (20.04, 13.77, 24.11)  -0.280
O (20.74, 12.55, 23.75)  -0.112
H (21.51, 14.58, 25.35)  0.055
H (20.40, 13.64, 26.32)  0.091
H (19.96, 15.31, 25.62)  0.054
H (20.18, 14.54, 23.32)  0.100
H (18.95, 13.56, 24.08)  0.076
H (21.00, 12.04, 24.55)  0.107
C (18.30, 16.03, 21.67)  -0.089
C (17.12, 16.03, 20.73)  -0.395
O (17.62, 16.36, 19.51)  -0.133
H (18.01, 15.74, 22.67)  0.045
H (18.78, 17.09, 21.64)  0.099
H (19.12, 15.39, 21.26)  0.074
H (16.32, 16.62, 21.22)  0.090
H (16.71, 14.99, 20.81)  0.104
H (16.82, 16.63, 18.90)  0.077
C (22.74, 19.64, 18.89)  -0.082
C (22.69, 20.19, 20.30)  -0.338
O (23.80, 19.81, 21.09)  -0.083
H (21.91, 20.06, 18.33)  0.059
H (22.77, 18.56, 18.74)  0.064
H (23.64, 20.03, 18.42)  0.071
H (21.79, 19.80, 20.75)  0.084
H (22.58, 21.28, 20.36)  0.116
H (23.70, 18.85, 21.24)  0.081
C (20.42, 8.86, 20.57)  -0.081
C (21.10, 9.64, 21.65)  -0.318
O (20.82, 11.02, 21.44)  -0.094
H (20.22, 7.82, 20.85)  0.084
H (20.93, 8.99, 19.64)  0.062
H (19.45, 9.35, 20.42)  0.070
H (22.17, 9.44, 21.68)  0.112
H (20.72, 9.29, 22.61)  0.108
H (20.82, 11.44, 22.30)  0.021
C (21.57, 11.83, 16.43)  -0.109
C (21.99, 11.98, 17.85)  -0.333
O (20.79, 12.02, 18.61)  -0.111
H (22.49, 11.80, 15.81)  0.088
H (20.96, 12.71, 16.20)  0.062
H (20.95, 10.93, 16.20)  0.089
H (22.50, 12.96, 17.99)  0.112
H (22.63, 11.13, 18.08)  0.110
H (20.95, 11.85, 19.55)  0.057
C (20.71, 16.53, 11.45)  -0.091
C (19.59, 16.82, 12.39)  -0.447
C (20.01, 16.56, 13.85)  -0.190
O (18.87, 16.83, 14.65)  -0.224
C (19.04, 16.72, 16.07)  -0.089
N (19.15, 18.22, 12.12)  0.032
H (21.57, 17.22, 11.67)  0.094
H (20.36, 16.62, 10.40)  0.094
H (21.13, 15.53, 11.57)  0.066
H (18.75, 16.15, 12.17)  0.133
H (20.88, 17.16, 14.16)  0.131
H (20.27, 15.52, 14.00)  0.110
H (18.24, 17.32, 16.59)  0.085
H (19.95, 17.26, 16.34)  0.075
H (19.16, 15.70, 16.47)  0.082
H (19.97, 18.83, 12.08)  0.065
H (18.51, 18.53, 12.90)  0.082
C (24.81, 13.97, 21.20)  -0.065
C (24.09, 15.21, 21.59)  -0.495
C (22.69, 15.43, 20.94)  -0.212
O (22.75, 15.53, 19.53)  -0.170
C (21.39, 15.58, 18.99)  -0.066
N (23.99, 15.32, 22.99)  0.042
H (24.18, 13.09, 21.41)  0.081
H (25.74, 13.94, 21.74)  0.074
H (24.91, 13.88, 20.13)  0.073
H (24.82, 15.97, 21.24)  0.148
H (22.29, 16.35, 21.43)  0.106
H (22.19, 14.62, 21.46)  0.110
H (21.43, 16.06, 17.99)  0.077
H (20.66, 16.08, 19.62)  0.064
H (21.09, 14.50, 18.76)  0.089
H (23.75, 16.27, 23.37)  0.089
H (23.19, 14.78, 23.33)  0.065
C (13.70, 13.27, 18.89)  -0.035
C (14.48, 12.98, 17.59)  -0.434
C (15.86, 12.61, 17.86)  -0.202
O (16.55, 13.81, 18.26)  -0.221
C (17.91, 13.57, 18.62)  -0.080
N (13.75, 11.81, 17.06)  0.065
H (12.65, 13.45, 18.80)  0.063
H (14.18, 14.10, 19.40)  0.050
H (13.85, 12.35, 19.53)  0.091
H (14.56, 13.88, 16.95)  0.115
H (16.30, 12.27, 16.94)  0.092
H (16.06, 11.91, 18.65)  0.124
H (17.98, 13.21, 19.64)  0.075
H (18.42, 14.53, 18.68)  0.067
H (18.36, 12.88, 17.94)  0.080
H (12.78, 11.96, 17.24)  0.056
H (13.98, 11.65, 16.08)  0.064
C (15.33, 14.35, 13.10)  -0.054
C (15.76, 13.84, 14.47)  -0.399
C (16.90, 12.81, 14.24)  -0.141
O (18.08, 13.55, 13.69)  -0.214
C (19.11, 12.74, 13.16)  -0.116
N (16.23, 14.98, 15.32)  0.091
H (14.45, 14.98, 13.11)  0.072
H (15.18, 13.44, 12.43)  0.102
H (16.13, 14.86, 12.62)  0.057
H (15.00, 13.19, 14.97)  0.114
H (16.62, 12.01, 13.53)  0.127
H (17.17, 12.40, 15.24)  0.104
H (18.83, 12.14, 12.32)  0.070
H (19.66, 12.11, 13.86)  0.077
H (19.80, 13.47, 12.67)  0.090
H (16.98, 15.44, 14.81)  0.055
H (16.63, 14.59, 16.17)  0.045
C (9.87, 17.24, 20.43)  -0.060
C (10.28, 17.70, 21.86)  -0.428
C (11.77, 17.54, 22.14)  -0.212
O (12.20, 16.19, 22.31)  -0.186
C (13.18, 15.84, 21.36)  -0.113
N (9.91, 19.12, 21.86)  0.029
H (10.06, 16.15, 20.21)  0.082
H (10.47, 17.78, 19.67)  0.073
H (8.82, 17.48, 20.23)  0.075
H (9.79, 17.17, 22.68)  0.143
H (11.84, 17.99, 23.16)  0.122
H (12.40, 18.08, 21.40)  0.124
H (13.42, 14.78, 21.43)  0.070
H (14.12, 16.43, 21.59)  0.090
H (12.79, 15.99, 20.36)  0.075
H (10.09, 19.57, 22.79)  0.077
H (10.50, 19.55, 21.19)  0.054
C (15.41, 18.27, 16.31)  -0.043
C (14.53, 17.70, 17.39)  -0.411
C (13.20, 17.34, 16.70)  -0.174
O (12.26, 16.77, 17.62)  -0.211
C (11.46, 15.70, 17.14)  -0.089
N (15.21, 16.71, 18.18)  0.092
H (16.17, 18.95, 16.73)  0.063
H (14.88, 18.83, 15.57)  0.079
H (15.86, 17.43, 15.81)  0.055
H (14.25, 18.48, 18.05)  0.107
H (13.30, 16.71, 15.81)  0.123
H (12.90, 18.32, 16.33)  0.119
H (10.76, 16.18, 16.43)  0.100
H (10.96, 15.43, 18.04)  0.061
H (12.03, 14.90, 16.68)  0.078
H (15.50, 15.91, 17.66)  0.046
H (14.77, 16.38, 19.05)  0.084
C (17.49, 11.69, 22.09)  -0.024
C (16.01, 12.07, 21.85)  -0.420
C (15.14, 10.85, 21.67)  -0.194
O (13.73, 11.17, 21.49)  -0.202
C (12.97, 9.99, 21.60)  -0.113
N (15.50, 12.94, 22.92)  0.084
H (18.13, 12.56, 21.95)  0.076
H (17.72, 10.87, 21.41)  0.077
H (17.57, 11.25, 23.09)  0.050
H (16.07, 12.68, 20.94)  0.108
H (15.23, 10.21, 22.51)  0.100
H (15.55, 10.23, 20.85)  0.135
H (13.33, 9.23, 20.91)  0.087
H (11.98, 10.26, 21.34)  0.076
H (13.09, 9.46, 22.59)  0.102
H (15.56, 12.32, 23.70)  0.030
H (14.51, 13.13, 22.82)  0.077
C (19.85, 22.06, 22.83)  -0.063
C (19.84, 22.08, 24.35)  -0.467
C (21.23, 22.46, 24.85)  -0.214
O (22.07, 21.35, 24.71)  -0.199
C (23.43, 21.65, 24.73)  -0.110
N (18.79, 22.97, 24.81)  0.063
H (19.00, 21.45, 22.34)  0.086
H (20.86, 21.79, 22.42)  0.079
H (19.74, 23.14, 22.51)  0.092
H (19.69, 21.02, 24.63)  0.106
H (21.29, 22.74, 25.87)  0.113
H (21.55, 23.34, 24.25)  0.137
H (23.63, 22.36, 23.97)  0.078
H (24.08, 20.78, 24.66)  0.089
H (23.67, 22.10, 25.69)  0.085
H (18.59, 22.76, 25.78)  0.064
H (17.93, 22.79, 24.33)  0.024
C (17.80, 11.90, 26.62)  -0.068
C (17.45, 10.46, 26.42)  -0.416
C (16.09, 10.32, 25.67)  -0.221
O (15.20, 11.15, 26.36)  -0.187
C (13.87, 10.98, 25.77)  -0.057
N (18.47, 9.71, 25.65)  0.057
H (18.77, 12.01, 27.06)  0.062
H (17.19, 12.46, 27.33)  0.082
H (17.86, 12.41, 25.65)  0.067
H (17.28, 9.99, 27.40)  0.147
H (15.81, 9.28, 25.66)  0.124
H (16.32, 10.72, 24.67)  0.088
H (13.50, 9.97, 25.87)  0.087
H (13.99, 11.21, 24.73)  0.048
H (13.18, 11.71, 26.23)  0.102
H (18.54, 10.18, 24.77)  0.032
H (19.39, 9.74, 26.05)  0.066
C (22.16, 17.39, 28.69)  -0.064
C (22.57, 17.32, 27.24)  -0.419
C (21.41, 17.62, 26.23)  -0.187
O (21.79, 17.32, 24.90)  -0.207
C (20.85, 17.66, 23.92)  -0.096
N (23.73, 18.19, 27.06)  0.035
H (21.59, 16.51, 28.95)  0.047
H (21.55, 18.29, 28.96)  0.086
H (23.06, 17.39, 29.31)  0.083
H (23.02, 16.32, 27.10)  0.142
H (21.08, 18.68, 26.29)  0.117
H (20.55, 17.00, 26.53)  0.105
H (20.63, 18.74, 23.98)  0.089
H (19.98, 17.02, 23.96)  0.063
H (21.30, 17.49, 22.95)  0.062
H (24.03, 18.27, 26.09)  0.072
H (23.49, 19.11, 27.38)  0.059
C (18.04, 21.01, 17.45)  -0.049
C (17.86, 20.64, 18.92)  -0.454
C (16.52, 20.06, 19.28)  -0.225
O (16.26, 20.10, 20.67)  -0.176
C (15.02, 19.49, 20.92)  -0.131
N (18.93, 19.78, 19.31)  0.068
H (17.25, 21.43, 16.94)  0.047
H (18.24, 20.12, 16.86)  0.060
H (18.94, 21.62, 17.47)  0.081
H (17.92, 21.65, 19.46)  0.162
H (16.53, 19.01, 18.96)  0.101
H (15.70, 20.54, 18.72)  0.135
H (14.19, 20.05, 20.55)  0.084
H (14.98, 19.37, 22.01)  0.090
H (14.92, 18.53, 20.47)  0.051
H (18.93, 19.70, 20.34)  0.075
H (18.74, 18.86, 18.89)  0.074
C (14.42, 16.11, 25.11)  -0.034
C (15.91, 16.41, 24.77)  -0.408
C (16.50, 17.57, 25.57)  -0.164
O (16.25, 18.90, 25.00)  -0.168
C (17.23, 19.23, 24.06)  -0.133
N (16.77, 15.26, 24.96)  0.052
H (14.13, 15.16, 24.68)  0.056
H (13.60, 16.77, 24.81)  0.070
H (14.24, 15.92, 26.14)  0.057
H (15.92, 16.67, 23.70)  0.120
H (17.55, 17.41, 25.62)  0.094
H (16.06, 17.51, 26.54)  0.097
H (17.14, 18.76, 23.06)  0.088
H (18.23, 19.11, 24.39)  0.048
H (17.16, 20.31, 23.93)  0.069
H (16.55, 14.87, 25.88)  0.079
H (16.50, 14.58, 24.24)  0.040
C (18.61, 19.79, 27.44)  -0.031
C (17.90, 19.76, 28.83)  -0.431
C (17.47, 18.37, 29.12)  -0.195
O (18.69, 17.60, 29.25)  -0.220
C (18.53, 16.21, 29.24)  -0.120
N (18.76, 20.38, 29.83)  0.043
H (18.13, 19.19, 26.67)  0.049
H (19.59, 19.34, 27.62)  0.047
H (18.75, 20.83, 27.13)  0.073
H (16.99, 20.43, 28.72)  0.162
H (16.89, 17.97, 28.33)  0.084
H (16.87, 18.40, 30.04)  0.133
H (18.10, 15.88, 28.24)  0.094
H (17.84, 15.90, 30.05)  0.086
H (19.54, 15.76, 29.50)  0.097
H (19.40, 19.68, 30.32)  0.105
H (18.22, 20.91, 30.48)  0.050
C (15.02, 23.78, 25.11)  -0.047
C (14.89, 22.44, 24.37)  -0.430
C (13.43, 22.15, 24.05)  -0.246
O (12.67, 22.32, 25.22)  -0.197
C (11.27, 22.03, 25.03)  -0.094
N (15.75, 22.35, 23.16)  0.066
H (14.47, 24.61, 24.61)  0.097
H (16.03, 23.99, 25.38)  0.053
H (14.47, 23.60, 26.06)  0.085
H (15.11, 21.64, 25.09)  0.132
H (13.38, 21.10, 23.71)  0.123
H (13.07, 22.86, 23.26)  0.138
H (10.84, 22.46, 24.10)  0.087
H (10.72, 22.43, 25.93)  0.100
H (11.00, 20.98, 25.00)  0.065
H (15.63, 23.26, 22.69)  0.094
H (15.54, 21.63, 22.51)  0.022

***

# 3
Entry from the OMol25 dataset: C30H46HfO3P2 as an isolated structure at a distorted geometry (wB97M-V/def2-TZVPD).

## Properties
Charge: +2
LUMO energy (spin up / spin down) (Ha): -0.3077 / -0.3078
HOMO (spin up / spin down) (eV): -13.0 / -13.0
Frontier orbital gap (spin up / spin down) (eV): 4.667 / 4.663

Each line ends with the Löwdin charge.
Atoms and positions in Å:
Hf (0.17, 0.48, 0.05)  1.419
C (1.69, 2.60, -0.52)  -0.300
C (0.88, 2.09, -1.61)  -0.415
C (-0.36, 3.66, -0.42)  -0.203
C (0.92, 3.55, 0.19)  -0.200
C (-0.41, 2.76, -1.51)  -0.257
C (3.17, 2.50, -0.44)  -0.057
H (3.57, 1.63, -0.96)  0.044
H (3.52, 2.45, 0.60)  0.085
H (3.62, 3.40, -0.90)  0.114
C (1.39, 4.41, 1.31)  -0.001
H (2.44, 4.20, 1.53)  0.081
H (0.81, 4.22, 2.22)  0.094
H (1.30, 5.47, 1.07)  0.107
C (-1.39, 4.66, -0.07)  -0.004
H (-1.07, 5.69, -0.33)  0.110
H (-1.61, 4.66, 1.00)  0.095
H (-2.33, 4.48, -0.61)  0.084
C (-1.44, 2.78, -2.57)  -0.030
H (-1.27, 3.65, -3.23)  0.115
H (-2.45, 2.87, -2.16)  0.091
H (-1.41, 1.88, -3.20)  0.061
C (1.44, 1.61, -2.91)  -0.042
H (1.53, 2.49, -3.58)  0.114
H (0.82, 0.87, -3.41)  0.063
H (2.44, 1.19, -2.80)  0.052
C (1.10, -3.70, 0.71)  -0.094
C (2.23, -3.53, -0.03)  -0.189
C (2.49, -4.33, -1.30)  -0.153
C (1.29, -4.69, -2.20)  -0.170
C (0.21, -3.68, -2.27)  -0.141
C (-0.90, -3.66, -1.49)  -0.211
C (-1.09, -4.56, -0.30)  -0.150
C (0.19, -4.87, 0.49)  -0.138
H (3.01, -5.27, -1.03)  0.148
H (0.89, -5.69, -1.95)  0.121
H (3.21, -3.79, -1.93)  0.104
H (0.73, -5.69, -0.02)  0.119
H (0.86, -3.10, 1.58)  0.112
H (3.19, -3.24, 0.44)  0.115
H (-0.10, -5.28, 1.47)  0.148
H (-1.84, -4.14, 0.39)  0.112
H (-1.86, -3.31, -1.91)  0.082
H (-1.53, -5.50, -0.66)  0.145
H (1.69, -4.79, -3.23)  0.136
H (0.32, -3.02, -3.13)  0.090
P (2.30, -0.88, 0.25)  1.022
C (2.79, -1.35, 1.94)  -0.237
C (3.40, -1.06, -1.19)  -0.218
P (-1.46, -0.92, -1.50)  0.852
C (-0.14, -1.55, -0.53)  -0.574
C (-1.24, -1.26, -3.27)  -0.225
C (-2.95, -1.56, -0.65)  -0.193
H (2.18, -0.77, 2.64)  0.062
H (3.86, -1.14, 2.08)  0.079
H (2.60, -2.41, 2.11)  0.034
H (3.24, -2.04, -1.65)  0.022
H (4.44, -0.98, -0.86)  0.085
H (3.19, -0.30, -1.95)  0.028
H (-2.88, -2.62, -0.40)  0.033
H (-3.79, -1.41, -1.34)  0.076
H (-3.12, -0.98, 0.28)  0.057
H (-0.41, -2.07, 0.40)  0.058
H (0.76, -2.04, -0.98)  -0.004
H (-1.78, -0.46, -3.79)  0.055
H (-1.68, -2.23, -3.58)  0.067
H (-0.17, -1.23, -3.57)  0.055
O (-4.10, 2.42, 1.87)  0.081
C (-3.45, 2.47, 3.05)  -0.234
C (-4.16, 2.91, 4.17)  0.017
C (-3.50, 3.03, 5.40)  -0.031
C (-2.15, 2.67, 5.51)  -0.064
C (-1.43, 2.20, 4.42)  -0.008
C (-2.08, 2.08, 3.18)  -0.093
C (-1.42, 1.47, 2.04)  -0.489
O (-0.18, 1.02, 2.12)  -0.160
O (-1.98, 1.35, 0.88)  -0.118
H (-3.45, 2.02, 1.23)  0.072
H (-5.21, 3.16, 4.06)  0.131
H (-4.05, 3.40, 6.25)  0.122
H (-1.66, 2.77, 6.48)  0.114
H (-0.39, 1.89, 4.49)  0.122